(1)
This record from the OMol25 dataset describes a 2-piece molecular cluster, C8H20F2NOPS overall. The level of theory is the ωB97M-V functional and the def2-TZVPD basis.

The geometry in XYZ format:
```
34
C8H20F2NOPS | the OMol25 dataset | the ωB97M-V functional and the def2-TZVPD basis
C -1.137 -0.756 0.659
C -1.469 0.006 -0.639
C -0.689 1.293 -0.850
F -1.167 1.903 -2.021
P -0.652 2.440 0.592
N -2.299 3.019 0.592
C 0.106 3.862 -0.313
C 1.642 3.824 -0.316
C 2.248 4.940 0.511
F 2.113 2.618 0.211
H -1.992 -0.782 1.332
H -0.841 -1.780 0.438
H -0.311 -0.298 1.200
H -2.535 0.210 -0.737
H -1.216 -0.645 -1.480
H 0.364 1.050 -1.035
H -2.759 2.586 1.383
H -2.298 4.015 0.773
H -0.225 4.776 0.178
H -0.274 3.857 -1.334
H 2.002 3.855 -1.344
H 1.963 4.778 1.552
H 1.904 5.913 0.169
H 3.336 4.903 0.465
C -0.360 -5.374 -1.090
S -0.319 -5.346 0.706
O -0.173 -3.923 1.106
C 1.306 -6.096 0.870
H -1.287 -4.899 -1.404
H 0.493 -4.818 -1.480
H -0.341 -6.407 -1.438
H 2.040 -5.489 0.341
H 1.280 -7.110 0.469
H 1.547 -6.127 1.930
```

Its charge is 0. As for the LUMO energy: 0.765 eV. As for the spin multiplicity: 1. The value obtained for the orbital gap is 0.326 Ha.



(2)
This record from the OMol25 dataset describes C5H5NO as an isolated structure. The level of theory is the ωB97M-V functional and the def2-TZVPD basis.

The geometry in XYZ format:
```
12
C5H5NO | the OMol25 dataset | the ωB97M-V functional and the def2-TZVPD basis
C 1.662 -1.311 -0.364
C -1.898 1.393 -0.725
C -1.236 0.898 0.415
C -0.403 -0.135 0.408
C 0.376 -1.176 0.409
N -1.452 2.162 0.920
O -2.510 1.656 -1.665
H -0.613 2.631 1.255
H 0.102 -2.036 1.023
H 2.481 -1.581 0.310
H 1.572 -2.114 -1.104
H 1.918 -0.388 -0.882
```

Its charge is 0. As for the LUMO energy (alpha / beta): 0.098 / 0.098 eV. As for the spin multiplicity: 1. The value obtained for the orbital gap (alpha / beta) is 0.305 / 0.305 Ha.



The largest force on an atom results, record by record, are as follows: 0.6; 1.7 eV Å⁻¹.
The relative energy (zero: lowest compared OMol25 entry of this formula, charge and spin) results, record by record, are as follows: 0.000; 4.411 eV.